(1)
DFT (ωB97M-V/def2-TZVPD) results for a 7-piece molecular cluster, C7H28N14O7 overall in a non-equilibrium geometry.

CARTESIAN COORDINATES (ANGSTROEM)
1 H -8.26 -8.66 6.77
2 N -12.09 -16.83 5.02
3 N -6.31 -16.16 4.60
4 H -3.09 -16.22 5.01
5 H -7.59 -16.47 0.85
6 H -4.26 -15.07 5.53
7 H -13.91 -9.17 1.19
8 H -11.95 -16.09 4.35
9 N -9.29 -13.87 4.13
10 C -14.10 -11.19 0.59
11 N -4.04 -15.93 5.05
12 H -12.66 -14.68 6.21
13 H -13.89 -15.98 2.03
14 H -15.54 -13.01 2.18
15 N -14.45 -10.81 -0.68
16 C -15.49 -14.97 2.78
17 H -10.28 -12.10 2.70
18 N -9.43 -18.19 2.82
19 H -13.83 -10.35 2.42
20 O -9.26 -11.22 5.20
21 H -6.48 -15.36 5.19
22 C -11.72 -16.57 6.31
23 O -10.83 -15.17 3.06
24 H -14.28 -9.89 -1.03
25 C -8.30 -17.94 2.09
26 N -13.88 -10.14 1.44
27 N -16.01 -13.71 2.74
28 C -5.06 -16.70 4.54
29 H -12.05 -17.81 4.78
30 O -7.26 -18.56 2.20
31 H -14.74 -11.51 -1.34
32 O -13.96 -12.35 0.91
33 H -7.03 -16.59 4.05
34 H -9.49 -19.03 3.36
35 N -12.11 -15.31 6.75
36 H -8.94 -14.70 4.56
37 N -10.82 -12.95 2.65
38 H -11.54 -13.20 1.99
39 C -10.30 -14.06 3.24
40 N -7.48 -9.91 4.72
41 H -11.55 -14.90 7.48
42 H -9.28 -16.31 1.31
43 N -8.40 -16.78 1.36
44 O -16.04 -15.89 3.36
45 O -11.17 -17.35 7.07
46 H -7.31 -10.52 3.95
47 H -9.65 -9.65 7.09
48 O -4.85 -17.78 4.03
49 H -10.14 -17.49 2.65
50 H -9.18 -12.94 4.53
51 H -13.86 -14.21 1.83
52 N -14.29 -15.07 2.14
53 C -8.56 -10.25 5.48
54 H -16.69 -13.40 3.40
55 H -7.09 -8.98 4.67
56 N -8.83 -9.45 6.54

Values from the calculation:
Calculated total energy (eV): -42914.12238
Structure (SMILES): NC(N)=O.NC(N)=O.NC(N)=O.NC(N)=O.NC(N)=O.NC(N)=O.NC(N)=O
HOMO level (eV): -9.0
LUMO level (eV): -0.26
Maximum force (eV Å⁻¹): 1.50
Gap between HOMO and LUMO (eV): 8.76
Charge: 0

And the Mulliken charges, in e, turn out to be: H 0.17; N -0.24; N -0.21; H 0.21; H 0.21; H 0.14; H 0.17; H 0.10; N -0.15; C 0.63; N -0.38; H 0.20; H 0.14; H 0.22; N -0.42; C 0.51; H 0.14; N -0.27; H 0.22; O -0.72; H 0.13; C 0.57; O -0.63; H 0.17; C 0.51; N -0.39; N -0.33; C 0.55; H 0.21; O -0.58; H 0.22; O -0.68; H 0.14; H 0.18; N -0.39; H 0.13; N -0.31; H 0.14; C 0.54; N -0.39; H 0.20; H 0.13; N -0.31; O -0.66; O -0.65; H 0.23; H 0.22; O -0.58; H 0.12; H 0.27; H 0.27; N -0.23; C 0.56; H 0.18; H 0.21; N -0.42

=====

(2)
DFT (ωB97M-V/def2-TZVPD) results for a 2-piece molecular cluster, C4H8NO3 overall in a non-equilibrium geometry.

CARTESIAN COORDINATES (ANGSTROEM)
1 O -0.05 0.00 -1.87
2 C -1.23 -0.89 1.52
3 O 0.77 -1.64 2.62
4 H -0.67 3.21 -1.93
5 O 0.12 1.53 -0.27
6 H -1.22 1.95 -3.07
7 N 0.89 -1.27 0.40
8 C 0.23 -1.32 1.59
9 H -1.26 0.18 1.68
10 H 0.54 -0.80 -0.43
11 H 0.52 2.50 -3.00
12 H -1.70 -1.13 0.58
13 C -0.08 1.15 -1.49
14 H -1.77 -1.33 2.35
15 C -0.39 2.29 -2.45
16 H 1.86 -1.54 0.45

Values from the calculation:
Calculated total energy (eV): -11908.96999
HOMO level (alpha / beta) (eV): -9.5 / -9.5
LUMO level (alpha / beta) (eV): 0.55 / -3.78
Maximum force (eV Å⁻¹): 1.36
Gap between HOMO and LUMO (alpha / beta) (eV): 10.03 / 5.68
Multiplicity: 2
Charge: 0

And the Mulliken charges, in e, turn out to be: O -0.64; C -0.95; O -0.63; H 0.33; O -0.29; H 0.30; N -0.33; C 0.65; H 0.22; H 0.32; H 0.28; H 0.30; C 0.87; H 0.33; C -0.97; H 0.19

=====

(3)
DFT (ωB97M-V/def2-TZVPD) results for one molecule with the formula C3H7N3 in a non-equilibrium geometry.

CARTESIAN COORDINATES (ANGSTROEM)
1 H -0.46 1.44 -0.77
2 N -1.52 -0.03 0.22
3 C 0.63 -0.56 -0.76
4 N -1.52 -1.20 -0.18
5 C -0.24 0.60 -0.18
6 H -0.60 1.79 1.45
7 C 0.29 1.13 1.14
8 H 1.07 -0.26 -1.83
9 H 1.30 1.70 0.93
10 H 1.41 -0.86 -0.17
11 N -0.43 -1.63 -0.72
12 H -0.31 -2.55 -0.97
13 H 0.39 0.43 1.85

Values from the calculation:
Calculated total energy (eV): -7688.17040
HOMO level (alpha / beta) (eV): -5.1 / -8.8
LUMO level (alpha / beta) (eV): 0.97 / -1.63
Maximum force (eV Å⁻¹): 9.79
Gap between HOMO and LUMO (alpha / beta) (eV): 6.10 / 7.14
Multiplicity: 3
Charge: 0

And the Mulliken charges, in e, turn out to be: H 0.32; N -0.14; C -0.51; N -0.65; C 0.24; H 0.34; C -1.27; H 0.22; H 0.28; H 0.29; N 0.24; H 0.21; H 0.42

=====

(4)
DFT (ωB97M-V/def2-TZVPD) results for one molecule with the formula C4H9NO2.

CARTESIAN COORDINATES (ANGSTROEM)
1 O 1.03 0.00 0.14
2 C -0.07 0.20 1.08
3 O -1.18 1.77 -0.55
4 C 2.16 0.70 -0.33
5 H 2.02 1.73 -0.70
6 H -1.61 -2.29 0.91
7 H 3.00 0.70 0.38
8 H -0.02 -0.45 1.98
9 H -0.28 1.21 1.43
10 H 2.49 0.12 -1.21
11 H -0.29 -2.19 -0.26
12 C -1.14 -0.31 0.14
13 H -1.97 -2.03 -0.82
14 C -1.28 -1.79 -0.01
15 H -1.26 2.18 -1.42
16 N -1.59 0.45 -0.78

Values from the calculation:
Calculated total energy (eV): -9875.83395
Structure (SMILES): COC/C(C)=N\O
HOMO level (eV): -9.3
LUMO level (eV): 0.94
Maximum force (eV Å⁻¹): 0.82
Gap between HOMO and LUMO (eV): 10.22
Charge: 0

And the Mulliken charges, in e, turn out to be: O -0.32; C -0.55; O -0.36; C -0.69; H 0.28; H 0.29; H 0.27; H 0.32; H 0.34; H 0.25; H 0.27; C 0.95; H 0.35; C -1.13; H 0.34; N -0.61

=====

(5)
DFT (ωB97M-V/def2-TZVPD) results for C5H6S2 as an isolated structure in a non-equilibrium geometry.

CARTESIAN COORDINATES (ANGSTROEM)
1 C 0.41 -0.36 1.04
2 C 0.45 -0.38 -0.99
3 H 0.38 2.02 -1.26
4 H 0.27 -0.80 2.06
5 C 0.34 1.06 -0.61
6 S 1.96 -0.88 0.03
7 S -2.23 -0.59 0.05
8 C -0.52 -1.03 -0.02
9 H -1.78 0.67 -0.60
10 H 0.46 1.95 1.41
11 C 0.30 1.11 0.72
12 H -0.49 -2.09 0.13
13 H 0.44 -0.67 -1.99

Values from the calculation:
Calculated total energy (eV): -26949.67452
HOMO level (eV): -8.6
LUMO level (eV): 0.23
Maximum force (eV Å⁻¹): 4.22
Gap between HOMO and LUMO (eV): 8.80
Charge: 0

And the Mulliken charges, in e, turn out to be: C -0.15; C -0.06; H 0.28; H 0.48; C -1.02; S -0.22; S -0.25; C -0.49; H 0.20; H 0.37; C -0.08; H 0.33; H 0.60

=====

(6)
DFT (ωB97M-V/def2-TZVPD) results for one molecule with the formula C4H7NO2 in a non-equilibrium geometry.

CARTESIAN COORDINATES (ANGSTROEM)
1 C -0.72 0.13 2.02
2 C 0.89 0.30 -2.14
3 H 1.71 -0.15 0.40
4 H -0.61 -1.76 1.23
5 C -0.03 0.12 -0.95
6 H -0.88 -0.47 -1.29
7 O 0.92 1.22 -2.91
8 H 1.51 -0.59 -2.37
9 H -0.16 1.08 2.03
10 H -0.42 1.08 -0.62
11 H 1.14 -1.50 -0.30
12 C 0.74 -0.61 0.18
13 N -0.10 -0.89 1.32
14 O -1.75 -0.05 2.62

Values from the calculation:
Calculated total energy (eV): -9845.97435
Structure (SMILES): O=CCCNC=O
HOMO level (eV): -9.9
LUMO level (eV): 0.72
Maximum force (eV Å⁻¹): 1.25
Gap between HOMO and LUMO (eV): 10.66
Charge: 0

And the Mulliken charges, in e, turn out to be: C 0.07; C -0.07; H 0.35; H 0.27; C -0.12; H 0.30; O -0.46; H 0.28; H 0.36; H 0.30; H 0.44; C -1.02; N -0.16; O -0.54

=====

(7)
DFT (ωB97M-V/def2-TZVPD) results for C3H2Br4F2 as an isolated structure in a non-equilibrium geometry.

CARTESIAN COORDINATES (ANGSTROEM)
1 C 0.26 -0.71 -0.52
2 H 0.65 -1.59 -0.19
3 H -1.69 -0.58 0.54
4 C -1.24 -0.66 -0.50
5 C 1.10 1.10 1.19
6 Br 1.37 -0.26 -1.96
7 Br -0.36 1.50 2.29
8 Br -2.11 -2.22 -1.32
9 Br 1.41 2.32 -0.11
10 F -1.59 0.51 -1.23
11 F 2.20 0.59 1.82

Values from the calculation:
Calculated total energy (eV): -288744.29621
HOMO level (alpha / beta) (eV): -8.9 / -8.9
LUMO level (alpha / beta) (eV): -1.17 / -0.95
Maximum force (eV Å⁻¹): 2.85
Gap between HOMO and LUMO (alpha / beta) (eV): 7.70 / 7.99
Charge: 0

And the Mulliken charges, in e, turn out to be: C -0.72; H 0.50; H 0.22; C 0.26; C 0.29; Br 0.03; Br -0.04; Br -0.14; Br 0.02; F -0.22; F -0.19

=====

(8)
DFT (ωB97M-V/def2-TZVPD) results for one molecule with the formula C4H10N4O2 in a non-equilibrium geometry.

CARTESIAN COORDINATES (ANGSTROEM)
1 H -0.60 -2.71 -0.61
2 C -1.33 -0.10 0.94
3 H -1.23 2.52 0.07
4 C -1.82 -0.87 -0.18
5 H 1.04 -0.82 1.14
6 H -2.15 -0.16 -1.04
7 H -0.57 -1.39 -1.68
8 H -0.49 1.69 -1.40
9 C -0.30 1.90 -0.26
10 N 3.12 -0.08 -0.15
11 H -2.59 -1.39 0.29
12 O 3.30 -1.02 0.59
13 H -2.01 0.57 1.44
14 N -0.17 0.73 0.58
15 H -0.83 -0.67 1.72
16 H 0.49 2.55 -0.15
17 N -0.65 -1.66 -0.71
18 N 1.94 0.50 -0.17
19 C 0.97 0.03 0.51
20 O 3.91 0.39 -0.92

Values from the calculation:
Calculated total energy (eV): -14360.79849
Structure (SMILES): CN(/C=N/[N+](=O)[O-])CCN
HOMO level (eV): -9.4
LUMO level (eV): 0.53
Maximum force (eV Å⁻¹): 4.61
Gap between HOMO and LUMO (eV): 9.97
Charge: 0

And the Mulliken charges, in e, turn out to be: H 0.19; C -0.83; H 0.27; C -0.45; H 0.41; H 0.28; H 0.22; H 0.26; C -0.87; N 0.98; H 0.37; O -0.65; H 0.42; N 0.22; H 0.34; H 0.37; N -0.45; N -0.38; C -0.08; O -0.62

=====

(9)
DFT (ωB97M-V/def2-TZVPD) results for one molecule with the formula C13H21O5P in a non-equilibrium geometry.

CARTESIAN COORDINATES (ANGSTROEM)
1 C -3.91 -1.71 0.18
2 C 1.20 1.05 1.15
3 H -3.10 -2.21 -1.75
4 H 4.02 -0.94 -1.24
5 C 4.44 -0.26 -0.50
6 C -1.17 3.12 -0.63
7 C -3.97 -1.70 -1.34
8 O 0.23 -0.89 0.71
9 H 4.09 -1.53 1.23
10 H -4.74 -1.13 0.59
11 O -1.88 0.80 -0.68
12 H 1.41 2.04 1.51
13 H -3.98 -0.67 -1.69
14 O -3.80 1.15 0.99
15 H -1.30 4.08 -1.14
16 H 1.96 -1.89 -1.71
17 H -1.39 3.25 0.42
18 H 5.65 -1.79 0.43
19 P -2.55 0.43 0.74
20 C -1.21 0.58 1.99
21 H -3.94 -2.73 0.57
22 H 5.40 -0.37 1.43
23 C 3.41 0.77 -0.08
24 O 3.66 1.95 -0.07
25 H -1.43 -0.14 2.78
26 C 4.92 -1.04 0.72
27 O -2.69 -1.16 0.67
28 H 0.86 -2.79 -0.65
29 H -3.15 2.37 -1.04
30 C 1.43 -0.92 0.12
31 H -1.94 1.98 -2.30
32 H -4.87 -2.20 -1.67
33 C 2.10 0.26 0.35
34 C -2.11 2.09 -1.23
35 C 1.73 -2.14 -0.67
36 H 5.28 0.27 -0.95
37 H -1.22 1.59 2.41
38 H -0.13 2.81 -0.74
39 H 2.58 -2.69 -0.26
40 C 0.09 0.30 1.34

Values from the calculation:
Calculated total energy (eV): -33350.23019
Structure (SMILES): CCOP(=O)(Cc1cc(C(=O)CC)c(C)o1)OCC
HOMO level (eV): -8.6
LUMO level (eV): 0.70
Maximum force (eV Å⁻¹): 1.21
Gap between HOMO and LUMO (eV): 9.28
Charge: 0

And the Mulliken charges, in e, turn out to be: C -0.35; C -1.47; H 0.25; H 0.28; C -0.46; C -0.99; C -0.97; O -0.25; H 0.32; H 0.37; O -0.21; H 0.60; H 0.21; O -0.84; H 0.44; H 0.37; H 0.23; H 0.33; P 0.79; C -0.76; H 0.31; H 0.37; C 0.40; O -0.62; H 0.36; C -1.17; O -0.28; H 0.34; H 0.39; C 0.54; H 0.33; H 0.41; C 1.10; C -0.40; C -1.67; H 0.38; H 0.35; H 0.19; H 0.35; C 0.42